[1]
{
  "formula": "C34H39ClIKN5O4",
  "method": "ωB97M-V/def2-TZVPD",
  "e_homo_ev": -3.9241,
  "lumo_energy_ha": 0.076,
  "total_charge": -1,
  "elements": ["K", "I", "C", "C", "C", "C", "C", "C", "C", "C", "C", "C", "H", "H", "H", "H", "H", "H", "C", "C", "C", "C", "C", "C", "O", "N", "C", "O", "N", "C", "O", "H", "H", "H", "H", "H", "H", "H", "H", "H", "H", "H", "C", "C", "C", "C", "C", "O", "C", "C", "C", "C", "C", "C", "Cl", "C", "C", "C", "N", "C", "N", "C", "N", "H", "H", "H", "H", "H", "H", "H", "H", "H", "H", "H", "H", "H", "H", "H", "H", "H", "H", "H", "H", "H", "H"],
  "xyz": [[-0.05418, 0.15088, -0.01728], [-2.07396, 3.38833, -0.61326], [-3.39393, 2.50437, -1.97630], [-4.28117, 3.31406, -2.62454], [-5.16828, 2.75792, -3.56939], [-5.12673, 1.42271, -3.83534], [-4.20681, 0.57576, -3.16785], [-4.16041, -0.80731, -3.45898], [-3.25827, -1.60182, -2.81144], [-2.38813, -1.04355, -1.84651], [-2.36676, 0.28925, -1.48412], [-3.30675, 1.09788, -2.19709], [-4.30294, 4.37626, -2.41950], [-5.87356, 3.40010, -4.08362], [-5.79759, 0.98495, -4.56687], [-4.84348, -1.20868, -4.19996], [-3.21229, -2.66264, -3.03759], [-1.70036, -1.74887, -1.37854], [-0.09581, -4.86819, -1.25392], [1.23229, -4.75576, -1.98228], [2.27480, -3.91087, -1.22314], [3.57045, -3.88415, -2.04660], [4.69737, -3.14930, -1.35906], [2.55488, -4.59351, 0.09689], [3.05583, -5.70248, 0.18031], [2.20523, -3.88972, 1.20455], [1.63063, -2.59110, 1.24348], [1.38394, -2.14773, 2.35895], [1.40092, -1.92556, 0.10452], [1.69638, -2.48129, -1.09246], [1.52529, -1.85938, -2.13631], [-0.80903, -5.44562, -1.84270], [-0.53909, -3.88699, -1.07880], [0.01288, -5.36660, -0.28884], [1.08803, -4.27638, -2.95276], [1.66325, -5.74599, -2.15031], [3.32785, -3.40884, -2.99855], [3.86730, -4.91734, -2.24211], [4.40787, -2.13112, -1.10800], [5.58796, -3.10866, -1.98855], [4.98231, -3.66572, -0.43859], [2.33002, -4.34100, 2.09922], [5.69473, -1.10861, 5.16669], [4.81360, -1.45285, 3.95884], [4.79096, -2.97924, 3.78770], [3.38383, -1.01301, 4.27544], [5.36768, -0.78704, 2.65424], [4.67898, -1.27256, 1.51580], [6.90205, -1.04244, 2.52455], [7.47739, -1.05887, 1.10005], [7.55214, 0.28535, 0.42340], [8.45753, 1.24867, 0.86365], [8.50936, 2.50615, 0.28612], [7.64134, 2.80176, -0.75197], [7.70046, 4.38050, -1.48444], [6.73633, 1.86482, -1.21930], [6.70225, 0.61021, -0.62820], [5.15242, 0.73781, 2.59254], [3.79747, 1.19005, 2.35969], [2.93989, 0.90100, 1.36632], [1.79302, 1.52995, 1.55629], [2.00718, 2.18182, 2.72289], [3.19174, 2.00233, 3.24907], [5.23018, -1.50472, 6.07072], [5.78963, -0.03156, 5.30452], [6.69576, -1.53436, 5.10220], [4.54931, -3.44153, 4.74577], [5.74023, -3.40219, 3.45432], [4.00512, -3.29045, 3.09680], [2.99528, -1.64957, 5.07326], [2.71310, -1.12587, 3.42539], [3.34479, 0.01514, 4.62864], [4.59840, -2.23121, 1.56253], [7.14449, -2.00402, 2.98057], [7.43237, -0.29846, 3.12694], [6.88909, -1.73650, 0.48121], [8.48402, -1.48368, 1.15235], [9.13227, 1.01523, 1.67882], [9.21012, 3.25294, 0.63045], [6.06543, 2.11490, -2.02842], [5.98920, -0.12125, -0.97612], [5.77769, 1.15244, 1.80674], [5.45925, 1.19610, 3.53208], [3.18502, 0.24587, 0.54985], [1.27560, 2.81431, 3.19417]],
  "forces_ev_per_angstrom": [[-0.4, 0.5, -0.1], [0.1, 0.1, 0.1], [-0.1, -0.2, -0.2], [0.0, 0.1, 0.1], [-0.1, 0.0, -0.1], [0.0, 0.0, 0.0], [-0.1, 0.0, -0.1], [0.0, -0.1, 0.0], [-0.1, 0.0, 0.0], [-0.1, 0.0, 0.0], [0.0, 0.0, -0.1], [0.1, 0.1, 0.2], [0.0, 0.0, 0.0], [0.0, 0.0, 0.0], [0.0, 0.0, 0.0], [0.0, 0.0, 0.0], [0.0, 0.0, 0.0], [0.1, -0.1, 0.1], [-0.2, -0.1, 0.0], [0.0, 0.0, 0.0], [-0.2, -0.1, -0.2], [-0.2, -0.1, -0.2], [0.3, 0.0, 0.1], [0.0, -0.1, -0.1], [0.0, 0.0, 0.0], [0.1, 0.1, 0.1], [-0.1, 0.0, -0.1], [-0.2, -0.2, 0.0], [0.4, -0.7, 0.0], [0.4, 0.0, -0.1], [0.0, 0.0, 0.0], [0.0, 0.0, 0.0], [0.0, 0.0, 0.0], [0.0, 0.0, 0.0], [0.0, 0.0, 0.0], [0.0, 0.0, 0.0], [0.0, 0.0, 0.0], [0.0, 0.0, 0.0], [0.0, 0.2, 0.0], [0.0, 0.0, 0.0], [0.0, 0.0, 0.1], [-0.1, 0.0, 0.0], [0.0, 0.0, 0.0], [0.1, 0.0, 0.0], [0.0, 0.0, 0.0], [0.0, 0.1, 0.0], [0.2, 0.1, 0.1], [0.1, -0.2, -0.2], [-0.1, 0.0, 0.0], [-0.1, 0.0, 0.0], [0.0, 0.0, 0.0], [0.0, 0.0, 0.0], [0.0, 0.0, 0.0], [0.0, 0.0, 0.0], [0.0, 0.0, 0.0], [0.1, 0.0, 0.0], [0.1, 0.1, 0.1], [0.2, 0.1, 0.2], [-0.3, -0.4, -0.1], [0.1, 0.2, 0.0], [0.2, -0.1, 0.0], [-0.2, 0.2, 0.1], [0.2, 0.3, 0.1], [0.0, 0.0, 0.0], [0.0, 0.1, 0.0], [0.0, 0.0, 0.0], [0.0, 0.0, 0.0], [0.0, 0.0, 0.0], [0.0, 0.0, 0.0], [0.0, 0.0, 0.0], [0.1, 0.0, 0.1], [0.0, 0.0, 0.1], [0.0, 0.0, 0.0], [-0.1, 0.0, 0.0], [0.0, 0.0, 0.0], [0.0, 0.0, 0.0], [0.0, 0.0, 0.0], [0.0, 0.0, 0.0], [0.0, 0.0, 0.0], [0.0, 0.0, 0.0], [-0.1, -0.1, 0.0], [0.1, 0.0, 0.0], [0.0, 0.0, 0.0], [0.0, 0.0, 0.0], [-0.1, 0.0, 0.0]]
}

***

[2]
{
  "formula": "C43H32CdClN4O2P",
  "method": "ωB97M-V/def2-TZVPD",
  "e_homo_ev": -7.4861,
  "lumo_energy_ha": 0.006,
  "elements": ["Cd", "O", "C", "N", "C", "O", "C", "C", "C", "C", "C", "N", "C", "C", "C", "C", "C", "N", "H", "H", "H", "H", "H", "H", "H", "H", "Cl", "C", "C", "C", "C", "C", "C", "P", "C", "C", "C", "C", "C", "C", "C", "C", "C", "C", "C", "C", "H", "H", "H", "H", "H", "H", "H", "H", "H", "H", "H", "H", "H", "H", "N", "C", "C", "C", "C", "C", "C", "C", "C", "C", "C", "C", "C", "C", "H", "H", "H", "H", "H", "H", "H", "H", "H", "H"],
  "xyz": [[1.59654, -1.17847, -0.03750], [0.85939, -5.30242, 0.22462], [1.34733, -4.21107, 0.01211], [1.51249, -3.16014, 0.85163], [1.17694, -3.21417, 2.16991], [0.76493, -4.15263, 2.82269], [1.40240, -1.87660, 2.87372], [0.80548, -1.66900, 4.10944], [1.02766, -0.47305, 4.77024], [1.83728, 0.47956, 4.16798], [2.37016, 0.20009, 2.92161], [2.17036, -0.95173, 2.28620], [1.93297, -3.93344, -1.37333], [2.02137, -5.00095, -2.25792], [2.65622, -4.82444, -3.47288], [3.17611, -3.57416, -3.77817], [3.00505, -2.55110, -2.86418], [2.39186, -2.71497, -1.69150], [0.17319, -2.44810, 4.51024], [0.56995, -0.28125, 5.73188], [2.04837, 1.42276, 4.65285], [2.98907, 0.92651, 2.40492], [1.59084, -5.94504, -1.95736], [2.73845, -5.64482, -4.17356], [3.71438, -3.39651, -4.69822], [3.38189, -1.55781, -3.07755], [3.54856, 0.58989, -1.27986], [3.35734, 2.33200, -1.24746], [4.43830, 3.10674, -1.63388], [4.31785, 4.48636, -1.60701], [3.13343, 5.07153, -1.18338], [2.05734, 4.27921, -0.81657], [2.14010, 2.88847, -0.85616], [0.78766, 1.69252, -0.39511], [-0.13352, 1.73901, -1.99169], [0.36339, 2.35502, -3.14122], [-0.36826, 2.35221, -4.32068], [-1.60034, 1.72183, -4.38112], [-2.09685, 1.08516, -3.25357], [-1.37560, 1.10052, -2.07018], [-0.20329, 2.81359, 0.66083], [-1.50265, 3.23516, 0.40450], [-2.15495, 4.07559, 1.29751], [-1.52211, 4.50261, 2.45345], [-0.23238, 4.06793, 2.73026], [0.41560, 3.22644, 1.84291], [5.35549, 2.63395, -1.95848], [5.15187, 5.10319, -1.91361], [3.03896, 6.14941, -1.15297], [1.12744, 4.74028, -0.50859], [1.32243, 2.85305, -3.12895], [0.02672, 2.85758, -5.19307], [-2.16981, 1.71973, -5.30157], [-3.05385, 0.58007, -3.29173], [-1.77523, 0.61571, -1.19139], [-2.01244, 2.92188, -0.49517], [-3.16202, 4.40826, 1.07968], [-2.03021, 5.17066, 3.13703], [0.26651, 4.39388, 3.63474], [1.42356, 2.88655, 2.05381], [-0.28228, -0.43076, 0.49214], [-1.40515, -1.01508, 0.59702], [-2.48145, -0.38486, 1.42709], [-3.83246, -0.52263, 1.11217], [-4.80109, 0.02285, 1.94138], [-4.42682, 0.69992, 3.09296], [-3.08251, 0.86588, 3.39739], [-2.11359, 0.33057, 2.56507], [-1.78810, -2.29935, -0.08064], [-2.46048, -3.31309, 0.59738], [-2.84969, -4.46180, -0.07285], [-2.58601, -4.60247, -1.42658], [-1.90451, -3.60497, -2.10489], [-1.49901, -2.46109, -1.43411], [-4.11630, -1.06083, 0.21666], [-5.84922, -0.09177, 1.69530], [-5.18729, 1.09089, 3.75726], [-2.79690, 1.40491, 4.29223], [-1.05920, 0.44009, 2.78828], [-2.67118, -3.20468, 1.65389], [-3.36855, -5.24654, 0.46146], [-2.90025, -5.49623, -1.94963], [-1.68781, -3.71811, -3.16037], [-0.98989, -1.66389, -1.96781]],
  "forces_ev_per_angstrom": [[0.3, 0.0, -0.5], [0.0, 0.0, -0.1], [0.0, 0.0, 0.2], [0.0, -0.6, 0.2], [0.0, -0.1, -0.1], [0.0, 0.2, 0.0], [0.0, 0.0, 0.2], [0.0, 0.0, 0.0], [0.0, 0.0, -0.1], [0.0, 0.0, 0.1], [0.1, 0.1, 0.0], [-0.2, 0.1, 0.1], [0.0, -0.2, -0.2], [0.0, 0.0, 0.0], [-0.1, 0.1, 0.0], [0.0, -0.1, 0.1], [0.0, 0.1, -0.1], [-0.1, -0.1, 0.1], [0.1, 0.0, 0.0], [0.0, 0.0, 0.0], [0.0, 0.0, 0.0], [0.0, 0.0, 0.0], [0.0, 0.0, 0.1], [0.0, 0.0, 0.0], [-0.1, 0.1, 0.0], [-0.1, 0.0, 0.0], [0.6, -0.1, -0.3], [-0.3, 0.5, 0.1], [0.1, -0.1, -0.1], [0.0, 0.0, 0.0], [-0.1, 0.1, 0.0], [0.1, 0.0, -0.1], [0.0, -0.4, 0.1], [0.4, 1.1, -0.3], [-0.1, -0.1, 0.1], [0.0, 0.0, 0.0], [0.0, 0.0, 0.0], [0.0, -0.1, -0.1], [0.0, 0.0, 0.0], [0.1, 0.0, 0.0], [0.1, -0.1, 0.2], [0.1, 0.0, 0.0], [0.0, 0.1, 0.0], [0.0, 0.0, 0.0], [0.0, 0.0, 0.0], [-0.1, -0.1, 0.0], [0.0, 0.0, 0.0], [0.0, 0.0, 0.0], [0.0, 0.0, 0.0], [0.0, 0.0, 0.0], [0.0, 0.0, 0.0], [0.0, 0.0, 0.0], [0.0, 0.0, 0.0], [0.0, 0.0, 0.0], [0.0, 0.0, 0.0], [0.0, 0.0, 0.0], [0.0, 0.0, 0.0], [0.0, 0.0, 0.0], [0.0, 0.0, 0.0], [0.0, 0.0, 0.0], [-1.5, -0.4, 0.4], [0.4, 0.2, -0.1], [-0.1, 0.0, 0.1], [0.1, 0.1, 0.1], [0.0, 0.0, 0.0], [-0.1, 0.0, 0.0], [0.0, 0.0, 0.0], [-0.1, 0.0, 0.0], [0.2, 0.1, -0.1], [0.0, 0.0, 0.0], [0.0, 0.0, 0.1], [0.0, -0.1, 0.0], [0.1, 0.0, -0.1], [0.0, 0.0, 0.0], [0.0, 0.0, 0.0], [0.0, 0.0, 0.0], [0.0, 0.0, 0.0], [0.0, 0.0, 0.0], [0.0, 0.0, 0.0], [0.0, 0.0, 0.0], [0.0, 0.0, 0.0], [0.0, 0.0, 0.0], [0.0, 0.0, 0.0], [0.0, 0.0, 0.0]]
}